w | Below is 2 unconnected molecules or ions with the total composition C6H11NO2, with properties calculated with ωB97M-V/def2-TZVPD.

Computed properties:
- spin multiplicity = 1
- SMILES = C=C(C)C(N)=O.CC=O
- net charge = 0
- frontier orbital gap (alpha / beta) (eV) = 6.35 / 5.23

Each line ends with the Löwdin charge.
Atoms and positions in Å:
C  -1.17  1.08  1.43  0.11
C  -0.77  0.18  0.52  -0.28
C  -1.62  -1.04  0.28  -0.08
C  1.03  -0.19  0.94  -0.44
N  1.27  -1.50  0.97  0.18
O  1.69  0.70  1.38  0.11
H  -1.47  2.10  1.20  0.09
H  -0.97  1.07  2.50  0.10
H  -2.62  -0.75  -0.04  0.09
H  -1.20  -1.65  -0.53  0.08
H  -1.73  -1.66  1.17  0.08
H  0.64  -2.18  0.58  0.10
H  2.10  -1.83  1.45  0.13
C  1.31  0.53  -1.73  -0.05
C  -0.22  1.04  -1.27  -0.41
O  -0.33  2.28  -1.21  -0.07
H  1.35  0.84  -2.77  0.06
H  2.10  1.05  -1.19  0.06
H  1.44  -0.55  -1.71  0.04
H  -0.84  0.47  -1.98  0.11



x | Below is a molecular structure, C6H11NO2, with properties calculated with ωB97M-V/def2-TZVPD.

Computed properties:
- spin multiplicity = 1
- net charge = 0
- frontier orbital gap (eV) = 9.07

Each line ends with the Löwdin charge.
Atoms and positions in Å:
C  -0.23  -2.19  0.98  -0.12
C  2.00  0.90  0.55  -0.07
C  -1.59  0.10  -1.13  -0.04
N  -0.23  -0.77  1.20  -0.21
C  0.80  0.77  -0.30  -0.16
C  -0.34  0.20  -0.38  -0.13
C  0.77  2.00  -1.71  -0.12
O  -1.24  -0.40  2.10  -0.08
O  0.02  2.18  -2.62  0.03
H  -2.09  -0.77  1.81  0.08
H  1.69  2.64  -1.60  0.10
H  -1.24  -2.54  0.68  0.07
H  0.49  -2.41  0.20  0.08
H  0.02  -2.73  1.91  0.08
H  1.72  0.78  1.60  0.08
H  2.44  1.89  0.43  0.07
H  2.75  0.14  0.30  0.09
H  -1.59  0.82  -1.95  0.07
H  -1.70  -0.90  -1.56  0.09
H  -2.45  0.29  -0.49  0.09



Q: Which of them is the least stable? A: w.